{
  "formula": "C41H71Cl28N2O3PS",
  "method": "wB97M-V/def2-TZVPD",
  "symbols": ["C", "C", "O", "C", "O", "C", "C", "C", "C", "C", "O", "C", "N", "C", "C", "N", "C", "C", "P", "S", "H", "H", "H", "H", "H", "H", "H", "H", "H", "H", "H", "H", "H", "H", "H", "Cl", "C", "C", "Cl", "H", "H", "H", "H", "Cl", "C", "C", "Cl", "H", "H", "H", "H", "Cl", "C", "C", "Cl", "H", "H", "H", "H", "Cl", "C", "C", "Cl", "H", "H", "H", "H", "Cl", "C", "C", "Cl", "H", "H", "H", "H", "Cl", "C", "C", "Cl", "H", "H", "H", "H", "Cl", "C", "C", "Cl", "H", "H", "H", "H", "Cl", "C", "C", "Cl", "H", "H", "H", "H", "Cl", "C", "C", "Cl", "H", "H", "H", "H", "Cl", "C", "C", "Cl", "H", "H", "H", "H", "Cl", "C", "C", "Cl", "H", "H", "H", "H", "Cl", "C", "C", "Cl", "H", "H", "H", "H", "Cl", "C", "C", "Cl", "H", "H", "H", "H", "Cl", "C", "C", "Cl", "H", "H", "H", "H"],
  "coordinates": [[1.35203, -2.49528, 2.69780], [1.66505, -1.02904, 2.96451], [0.75440, -0.65698, 4.00857], [1.40702, -0.09756, 1.78283], [2.37475, -0.05818, 0.71673], [3.53185, -0.74649, 0.81054], [3.62297, -1.93273, 0.03146], [4.74991, -2.68905, -0.00337], [4.78903, -3.90138, -0.90122], [4.95734, -3.45143, -2.34652], [5.81959, -2.65394, -2.63442], [5.88826, -2.31982, 0.76961], [7.00105, -3.09594, 0.70590], [7.96967, -2.68035, 1.47727], [7.89804, -1.54055, 2.30613], [6.84617, -0.76701, 2.34845], [5.80467, -1.15525, 1.56524], [4.61795, -0.36461, 1.56666], [4.55090, 1.16373, 2.56828], [3.79722, 2.73118, 1.69610], [0.27246, -2.64785, 2.73454], [1.73524, -2.85710, 1.74446], [1.78867, -3.08486, 3.50607], [2.66242, -0.95940, 3.40590], [0.78412, 0.29682, 4.13539], [1.27865, 0.94012, 2.11970], [0.44008, -0.38014, 1.35575], [2.76845, -2.24143, -0.56057], [3.90400, -4.52595, -0.76908], [5.66280, -4.52031, -0.68349], [4.28337, -3.84647, -3.12864], [8.89256, -3.25438, 1.47519], [8.74966, -1.29012, 2.92937], [3.76707, 0.83451, 3.69161], [5.84103, 1.32392, 3.07661], [9.45688, -1.92996, -1.64878], [9.40153, -1.54781, -3.39404], [8.72362, -2.62991, -4.18980], [9.69623, -4.12719, -4.23333], [10.42174, -1.38317, -3.73369], [8.84952, -0.61431, -3.49476], [8.59861, -2.29944, -5.21993], [7.74725, -2.87182, -3.78178], [-1.97884, 2.49242, 0.65560], [-2.17546, 3.47926, 2.12598], [-0.84781, 3.94740, 2.65882], [0.12760, 2.59355, 3.28981], [-2.72193, 2.88549, 2.85489], [-2.78475, 4.34149, 1.85894], [-1.00030, 4.64677, 3.47915], [-0.26192, 4.44136, 1.88757], [15.17566, -2.91570, -3.39654], [14.41174, -2.07414, -2.02074], [12.96990, -1.73506, -2.29172], [12.80290, -0.47895, -3.54976], [14.99870, -1.18461, -1.80684], [14.47563, -2.74328, -1.16447], [12.50710, -1.34303, -1.38827], [12.40657, -2.60837, -2.61355], [4.47091, 2.41757, -3.86333], [6.00158, 2.27009, -2.95596], [6.22904, 0.86741, -2.45283], [5.07404, 0.42031, -1.17305], [5.97498, 2.98497, -2.13714], [6.80204, 2.55336, -3.63810], [7.22609, 0.78892, -2.01817], [6.14457, 0.13435, -3.25304], [-4.85534, 3.22004, -2.62213], [-4.16825, 1.64114, -2.14637], [-5.22741, 0.62952, -1.79970], [-6.07527, 1.06466, -0.29222], [-3.50606, 1.81009, -1.30299], [-3.57450, 1.28734, -2.98905], [-4.75995, -0.34054, -1.63554], [-5.97189, 0.52185, -2.58658], [-8.17670, 1.52273, 5.58872], [-8.32363, 1.31806, 3.82052], [-7.07743, 0.69976, 3.23082], [-5.67598, 1.80964, 3.31033], [-8.53094, 2.29142, 3.37933], [-9.18268, 0.68112, 3.65542], [-7.22854, 0.46672, 2.18746], [-6.80894, -0.21634, 3.74653], [-8.46931, 3.13225, -6.84004], [-8.88247, 3.49172, -5.14244], [-8.11625, 2.62966, -4.17390], [-8.62102, 0.91967, -4.25093], [-9.95582, 3.36455, -5.02606], [-8.63648, 4.53819, -4.97025], [-8.29953, 2.96807, -3.15508], [-7.04742, 2.67129, -4.36041], [-12.14399, 1.92262, 3.83502], [-11.31929, 3.43778, 4.29792], [-11.68512, 4.57902, 3.38653], [-11.02282, 4.35466, 1.74665], [-10.25016, 3.25068, 4.29694], [-11.62409, 3.66555, 5.31816], [-11.26703, 5.50523, 3.77717], [-12.76334, 4.69344, 3.30348], [17.74619, -5.98398, -6.41176], [17.66286, -5.24992, -4.78904], [18.99147, -4.69805, -4.34371], [20.18607, -5.98369, -4.02865], [17.29335, -6.00418, -4.09908], [16.93335, -4.44512, -4.84190], [18.86256, -4.14839, -3.41268], [19.41107, -4.02554, -5.08739], [-6.76988, -2.81133, 3.98027], [-6.27547, -3.00595, 5.68389], [-4.89793, -2.45052, 5.93894], [-3.62893, -3.41361, 5.14086], [-6.33295, -4.06301, 5.92987], [-7.00588, -2.47077, 6.28888], [-4.68964, -2.47066, 7.00728], [-4.81083, -1.42439, 5.58904], [-15.93755, 3.78873, 5.08619], [-15.15654, 2.27109, 5.60700], [-16.15347, 1.25605, 6.10046], [-16.91203, 1.74320, 7.63928], [-14.42632, 2.51718, 6.37400], [-14.62687, 1.87868, 4.74205], [-15.64793, 0.30892, 6.28156], [-16.94533, 1.09240, 5.37401], [-9.36038, -0.24803, 1.47788], [-9.81787, -1.75902, 0.64032], [-8.78155, -2.16729, -0.37351], [-8.71588, -1.04581, -1.75275], [-10.79264, -1.60767, 0.18364], [-9.91219, -2.52959, 1.40402], [-9.02073, -3.15296, -0.77004], [-7.78992, -2.20654, 0.07287], [-1.17562, 5.62641, -1.74838], [0.56532, 5.54523, -2.13106], [1.08055, 4.12962, -2.12451], [1.08868, 3.43145, -0.48760], [1.09621, 6.16269, -1.41085], [0.69453, 5.97888, -3.12150], [2.10840, 4.10955, -2.48557], [0.47881, 3.48538, -2.76174], [-1.43338, 1.47503, -5.89947], [-0.71482, -0.10635, -5.50267], [-1.76525, -1.15161, -5.22859], [-2.65029, -0.81438, -3.71784], [-0.05793, 0.02958, -4.64690], [-0.11236, -0.40900, -6.35759], [-1.29384, -2.12636, -5.11441], [-2.49141, -1.21260, -6.03496]],
  "atomic_forces_ev_per_a": [[0.13, -0.03, 0.22], [-0.43, -0.18, 0.51], [-0.09, -0.03, -0.15], [-0.19, 0.48, 0.20], [-0.07, -0.32, 0.03], [0.02, -0.80, 0.31], [0.02, 0.02, 0.17], [0.03, -0.37, -0.06], [0.02, -0.11, -0.29], [0.49, 0.46, 0.33], [-0.37, -0.26, -0.21], [-0.45, -0.09, -0.43], [-0.12, 0.68, 0.56], [0.62, -0.46, -0.02], [-0.10, 0.08, -0.11], [0.08, -0.36, -0.08], [-0.09, 0.04, 0.06], [-0.23, 0.28, 0.76], [-0.59, 0.58, -0.49], [0.23, 0.01, -0.01], [0.00, 0.11, -0.13], [0.08, 0.07, 0.02], [-0.04, -0.13, -0.12], [0.21, 0.14, -0.51], [0.03, 0.01, 0.05], [0.37, -0.43, -0.07], [0.13, -0.07, -0.18], [-0.09, 0.21, 0.06], [-0.06, 0.11, -0.08], [0.00, 0.06, 0.09], [0.01, -0.13, 0.10], [-0.06, -0.03, -0.03], [-0.04, 0.09, 0.00], [0.33, -0.29, 0.09], [-0.04, -0.22, 0.07], [0.00, 0.04, 0.01], [0.04, 0.07, -0.12], [-0.13, 0.00, -0.03], [0.02, -0.01, 0.02], [-0.09, -0.04, 0.06], [-0.06, -0.04, 0.01], [0.08, 0.01, -0.01], [0.04, -0.03, 0.05], [-0.10, -0.10, 0.13], [-0.15, 0.03, 0.01], [-0.06, 0.25, 0.00], [-0.13, 0.36, 0.19], [0.06, -0.06, 0.00], [0.05, 0.02, -0.07], [-0.04, -0.08, 0.05], [0.04, -0.10, -0.04], [-0.01, 0.04, 0.01], [0.05, 0.02, 0.12], [-0.06, -0.07, 0.08], [0.12, 0.03, -0.01], [0.00, 0.02, -0.09], [-0.05, -0.04, -0.03], [0.03, 0.03, 0.00], [0.02, 0.01, -0.06], [-0.03, 0.01, 0.01], [0.16, 0.07, 0.02], [0.01, -0.07, -0.05], [0.50, 0.49, -0.82], [-0.10, -0.03, 0.02], [-0.02, -0.04, -0.04], [-0.01, 0.06, 0.03], [-0.07, 0.00, 0.01], [0.00, 0.03, 0.06], [0.19, -0.04, -0.11], [-0.02, -0.06, -0.12], [-0.04, 0.01, 0.03], [-0.07, 0.10, 0.02], [-0.22, 0.19, 0.09], [0.02, 0.02, 0.05], [-0.04, 0.06, 0.04], [-0.02, 0.09, 0.12], [0.23, 0.12, -0.01], [0.13, 0.18, 0.22], [0.00, 0.01, 0.11], [0.12, 0.04, 0.03], [0.01, -0.08, 0.14], [0.12, 0.11, -0.07], [0.02, 0.07, 0.05], [-0.02, -0.01, -0.01], [-0.05, 0.08, 0.05], [0.02, 0.08, 0.08], [0.04, 0.06, -0.15], [0.01, -0.06, -0.04], [0.06, -0.01, 0.00], [-0.03, -0.01, 0.00], [0.00, -0.04, -0.05], [0.21, -0.07, -0.08], [-0.05, 0.09, 0.16], [-0.04, 0.09, 0.01], [0.00, -0.02, -0.01], [-0.01, -0.04, -0.03], [-0.05, 0.02, -0.02], [0.05, -0.03, 0.01], [0.00, -0.06, -0.04], [0.01, -0.03, 0.01], [-0.09, 0.01, 0.01], [-0.01, 0.11, 0.06], [0.01, 0.00, -0.02], [0.05, -0.04, -0.02], [0.05, 0.03, -0.04], [-0.04, -0.03, 0.01], [0.02, -0.06, -0.04], [-0.03, -0.15, -0.04], [-0.07, 0.02, 0.16], [0.03, 0.06, 0.05], [0.00, 0.01, -0.02], [0.05, -0.02, -0.09], [0.02, 0.07, -0.03], [-0.02, -0.04, 0.00], [0.01, -0.02, -0.06], [0.03, 0.04, 0.02], [0.03, -0.07, -0.06], [0.00, -0.08, -0.01], [-0.02, 0.01, -0.01], [-0.05, 0.03, 0.04], [-0.09, 0.00, 0.04], [0.04, 0.03, 0.02], [-0.03, 0.07, 0.02], [-0.60, -0.46, -0.59], [-0.10, -0.10, 0.01], [0.10, -0.09, -0.04], [-0.01, -0.08, 0.09], [0.04, 0.09, -0.05], [0.08, 0.03, 0.03], [-0.07, 0.01, 0.02], [0.00, 0.06, 0.01], [-0.01, 0.01, 0.04], [0.05, 0.06, -0.09], [0.07, -0.03, -0.06], [0.15, -0.01, -0.07], [-0.04, -0.04, 0.06], [-0.04, -0.04, -0.02], [0.01, 0.03, 0.03], [-0.06, 0.02, 0.04], [0.00, 0.01, 0.05], [0.10, -0.02, -0.04], [0.06, -0.11, -0.08], [0.09, -0.29, -0.10], [-0.05, 0.03, 0.03], [-0.05, -0.01, -0.03], [0.03, 0.02, 0.06], [-0.04, 0.08, 0.03]],
  "multiplicity": 1,
  "gap_ha": 0.27909
}